Record 1
{"formula": "C35H24BrF5N7O4STi", "method": "ωB97M-V/def2-TZVPD", "de_lowest_kj_mol": 32.5, "charge": 1, "gap_ev": 7.3, "lumo_energy_ev": -3.251, "species": ["Ti", "C", "O", "C", "C", "C", "Br", "C", "C", "C", "O", "C", "N", "C", "C", "C", "C", "C", "C", "N", "H", "H", "H", "H", "H", "H", "H", "H", "H", "H", "H", "O", "C", "C", "C", "C", "C", "C", "C", "N", "C", "C", "N", "H", "H", "H", "H", "H", "H", "H", "F", "C", "C", "F", "C", "F", "C", "O", "C", "F", "C", "F", "N", "C", "C", "C", "C", "C", "N", "H", "H", "H", "H", "H", "H", "S", "C", "N"], "positions_angstrom": [[1.1454, 0.4415, 0.4792], [1.6942, -0.4980, 4.0895], [0.8164, -0.2908, 2.9874], [-0.5136, -0.1670, 3.2749], [-1.0773, -0.3499, 4.5145], [-2.4655, -0.2560, 4.6600], [-3.2094, -0.4511, 6.3965], [-3.2858, -0.0529, 3.5819], [-2.7306, 0.1404, 2.3002], [-1.3144, 0.1690, 2.1380], [-0.7374, 0.4651, 1.0162], [-3.5638, 0.2089, 1.1407], [-3.0978, 0.2525, -0.1160], [-4.1436, 0.1484, -1.0000], [-4.1855, 0.0734, -2.3830], [-5.4317, -0.0348, -2.9687], [-6.5996, -0.0493, -2.2047], [-6.5678, 0.0151, -0.8230], [-5.3181, 0.0957, -0.2252], [-4.9093, 0.1335, 1.0926], [1.6028, 0.3218, 4.8070], [2.7107, -0.5043, 3.6938], [1.4848, -1.4514, 4.5825], [-0.4768, -0.5670, 5.3818], [-4.3543, -0.0553, 3.7278], [-2.0918, 0.2781, -0.2883], [-3.2817, 0.0811, -2.9691], [-5.5036, -0.1112, -4.0422], [-7.5499, -0.1238, -2.7106], [-7.4778, 0.0005, -0.2457], [-5.5215, 0.0909, 1.8914], [0.7393, 2.0325, -0.1151], [0.3428, 2.8059, -1.0936], [-0.1634, 4.0905, -0.8450], [-0.4644, 4.9343, -1.8914], [-0.3002, 4.5150, -3.2085], [0.1621, 3.2438, -3.4741], [0.4975, 2.3723, -2.4338], [1.0998, 1.0775, -2.6497], [1.3581, 0.1592, -1.7148], [2.0402, -0.8460, -2.3401], [2.1831, -0.5498, -3.6608], [1.5789, 0.6571, -3.8440], [-0.2770, 4.4026, 0.1836], [-0.8265, 5.9294, -1.6841], [-0.5173, 5.1902, -4.0215], [0.2551, 2.9186, -4.4995], [2.4157, -1.6991, -1.8138], [2.6565, -1.0822, -4.4583], [1.5337, 1.1664, -4.7113], [-0.7198, -6.4957, -0.5480], [-0.3089, -5.2520, -0.3077], [-1.2135, -4.2445, 0.0066], [-2.5254, -4.4900, 0.0603], [-0.7593, -2.9597, 0.2573], [-1.6733, -1.9990, 0.5318], [0.5971, -2.5784, 0.2238], [1.0183, -1.3789, 0.4782], [1.4726, -3.6361, -0.1110], [2.7912, -3.3634, -0.1983], [1.0443, -4.9273, -0.3704], [1.9347, -5.8621, -0.6943], [3.5155, 2.0531, -0.9534], [4.0584, 0.9227, -0.4079], [5.4016, 0.5936, -0.6473], [5.9361, -0.5290, -0.0630], [5.1178, -1.3107, 0.7499], [3.8012, -0.9447, 0.9068], [3.2507, 0.1345, 0.3257], [4.1687, 2.7176, -1.3438], [2.7649, 2.4708, -0.4077], [6.0028, 1.2563, -1.2509], [6.9731, -0.7869, -0.2109], [5.5051, -2.1848, 1.2457], [3.1350, -1.5266, 1.5329], [2.1005, 2.1813, 2.2000], [3.5985, 1.6264, 2.6026], [4.6508, 1.2448, 2.8914]], "forces_ev_per_a": [[0.7, -0.5, 0.7], [0.4, 0.0, 0.2], [-0.7, -0.3, 0.0], [-0.1, 0.0, -0.4], [0.0, 0.1, -0.1], [-0.3, 0.0, 0.1], [0.1, 0.0, -0.2], [0.2, 0.0, 0.0], [1.0, 0.1, 0.4], [-0.8, -0.4, 1.1], [-0.1, 0.2, -0.2], [0.1, 0.0, -0.3], [0.1, 0.1, 0.5], [-0.9, 0.0, -0.1], [0.0, 0.0, 0.1], [0.1, 0.0, 0.0], [0.0, 0.0, 0.1], [0.1, 0.0, 0.0], [0.3, 0.0, -1.0], [0.3, 0.1, 0.2], [0.0, 0.0, -0.1], [-0.2, 0.0, 0.0], [-0.1, 0.0, -0.1], [0.1, 0.0, 0.0], [-0.1, 0.0, 0.0], [-0.3, 0.0, 0.1], [0.1, 0.0, -0.1], [0.0, 0.0, -0.1], [-0.1, 0.0, 0.0], [-0.1, 0.0, 0.1], [0.1, 0.0, 0.0], [-0.6, 1.5, -0.6], [-0.4, 0.9, -1.7], [0.2, -0.4, 0.3], [0.0, -0.1, -0.1], [0.0, 0.0, 0.0], [0.0, -0.1, 0.2], [-0.2, 0.4, 0.7], [0.0, -0.1, -0.1], [-0.3, 0.6, 0.1], [0.2, -0.4, -0.5], [0.1, -0.5, 0.4], [-0.3, 0.3, 0.3], [0.0, 0.0, 0.0], [0.0, 0.1, 0.0], [-0.1, 0.0, -0.1], [0.0, 0.0, -0.1], [0.0, -0.1, 0.1], [0.1, -0.1, -0.1], [0.0, 0.0, 0.1], [0.1, 0.2, 0.0], [0.1, 0.2, 0.1], [0.1, 0.0, 0.0], [0.2, 0.0, 0.0], [0.2, 0.6, 0.1], [0.1, -0.6, -0.1], [-0.7, -2.1, -0.5], [0.3, -0.4, 0.2], [0.0, 0.5, 0.1], [-0.3, -0.2, 0.0], [-0.2, 0.0, 0.0], [-0.1, 0.1, 0.1], [-0.1, 0.2, 0.0], [0.3, 0.2, -0.1], [-0.1, -0.1, 0.2], [-0.4, 0.2, 0.0], [-0.3, 0.0, 0.0], [0.4, -0.4, 0.3], [0.6, 0.0, -0.4], [-0.1, -0.1, 0.2], [0.4, 0.0, -0.1], [0.0, 0.0, -0.1], [0.1, 0.0, 0.0], [-0.1, -0.1, 0.1], [0.1, 0.0, -0.1], [-0.6, 0.4, -0.4], [0.6, 0.0, 0.5], [0.2, -0.1, 0.0]]}


Record 2
{"formula": "C7H18N2O", "method": "ωB97M-V/def2-TZVPD", "de_lowest_kj_mol": 159.0, "charge": 0, "gap_ev": 9.3, "lumo_energy_ev": 0.805, "species": ["C", "C", "C", "C", "C", "C", "C", "N", "N", "O", "H", "H", "H", "H", "H", "H", "H", "H", "H", "H", "H", "H", "H", "H", "H", "H", "H", "H"], "positions_angstrom": [[0.7719, 0.3497, -0.0744], [-1.0568, 0.5915, -0.1297], [0.8558, -0.7177, 0.9906], [1.4951, 0.0505, -1.3826], [-2.0152, -0.5438, 0.2341], [-1.4142, 1.0958, -1.5301], [0.6150, -2.1576, 0.5509], [-1.2716, 1.7090, 0.8236], [2.3999, -0.6535, 1.5418], [1.2271, 1.5985, 0.4072], [0.5329, 1.8672, 1.0688], [0.3085, -0.4524, 1.8939], [-1.2083, 2.6213, 0.3634], [-2.2020, 1.6912, 1.2406], [3.0496, -0.8377, 0.7764], [2.5809, 0.3225, 1.7913], [2.1023, -0.8554, -1.3188], [2.1757, 0.8623, -1.6569], [0.8075, -0.1028, -2.2163], [-1.9032, -1.3996, -0.4356], [-3.0646, -0.2231, 0.1541], [-1.9094, -0.8635, 1.2762], [-1.3740, 0.2858, -2.2655], [-0.7372, 1.8894, -1.8604], [-2.4373, 1.4995, -1.5674], [-0.0866, -2.6488, 1.2300], [0.2210, -2.2326, -0.4653], [1.5374, -2.7457, 0.5599]], "forces_ev_per_a": [[-3.4, 0.5, 0.6], [1.0, 1.3, -1.0], [4.6, 0.0, 0.9], [-0.2, -0.2, -0.2], [0.2, -0.1, 0.3], [0.0, -0.2, -0.3], [-0.2, -0.2, 0.0], [-0.2, 0.1, 0.1], [-2.0, -0.2, -0.3], [-0.5, -0.2, 0.3], [0.6, -0.2, -0.5], [-0.2, 0.1, -0.2], [0.1, -0.5, 0.0], [0.3, -0.3, -0.1], [-0.4, -0.1, 0.0], [-0.2, -0.3, -0.1], [-0.1, 0.0, 0.1], [-0.3, 0.0, 0.2], [0.0, 0.0, 0.1], [0.1, 0.1, 0.2], [0.3, 0.2, -0.2], [0.2, -0.1, -0.2], [0.1, 0.1, 0.0], [0.0, -0.1, 0.1], [0.2, -0.1, 0.2], [0.1, 0.0, -0.2], [-0.1, 0.1, 0.1], [0.0, 0.2, 0.1]]}


Record 3
{"formula": "C8H12N2O", "method": "ωB97M-V/def2-TZVPD", "de_lowest_kj_mol": 296.9, "charge": 0, "gap_ev": 9.6, "lumo_energy_ev": 0.923, "species": ["C", "C", "C", "C", "C", "C", "C", "C", "N", "N", "O", "H", "H", "H", "H", "H", "H", "H", "H", "H", "H", "H", "H"], "positions_angstrom": [[-2.8429, 0.1376, 0.4303], [-2.4318, 1.3987, 0.7233], [-1.7994, -0.4710, -0.2717], [3.1444, -0.2018, 0.1553], [2.2616, 0.3257, 1.2721], [1.5808, -0.2983, 0.0657], [-1.7514, -1.8944, -0.7257], [0.7654, 0.4120, -0.9771], [-1.2167, 1.6464, 0.2382], [-0.8463, 0.5330, -0.3839], [1.0934, 1.6934, -1.2812], [-3.7992, -0.3741, 0.8415], [-2.8983, 2.1292, 1.4075], [3.5400, 0.5928, -0.3129], [3.7090, -1.1521, 0.1607], [2.1680, -0.2783, 2.1299], [2.1718, 1.3614, 1.4802], [1.2805, -1.3274, 0.1884], [-2.0411, -1.9133, -1.8365], [-0.6781, -2.2095, -0.4945], [-2.4853, -2.4390, -0.1151], [0.4854, -0.1952, -1.8536], [0.5902, 2.5239, -0.8408]], "forces_ev_per_a": [[-1.9, -2.8, 0.6], [0.4, 2.2, 1.2], [-0.3, 1.7, 0.6], [-2.6, -1.9, 1.4], [-0.4, -1.7, -1.0], [1.6, 0.3, -0.2], [1.2, 0.8, -0.8], [-4.0, 0.8, 1.7], [0.4, 0.1, -0.2], [1.3, -1.9, -0.6], [-0.1, 2.8, 0.3], [1.9, 1.0, -1.0], [0.2, -0.4, -0.8], [1.6, 2.3, -2.2], [-0.4, 0.8, 0.4], [-0.1, -0.5, 1.0], [0.1, 0.8, -0.3], [-0.3, 0.0, 0.2], [0.7, -0.5, 1.6], [-1.6, -0.4, -0.8], [0.4, -0.1, -0.4], [0.9, 0.3, 0.1], [1.0, -3.6, -0.8]]}


no.,maximum force (hartree/bohr)
1,0.04505
2,0.09128
3,0.08541